[1]
Molecular formula: C18H44Br8N6O13
Method: DFT, ωB97M-V/def2-TZVPD

Cartesian coordinates (Å):
C1 4.8004 -0.6806 0.0361
N1 4.2653 -1.6710 1.0009
O1 4.7575 -1.6643 2.1342
O2 3.2790 -2.3199 0.6751
H1 5.5837 -1.1414 -0.5658
H2 5.2165 0.1084 0.6626
H3 4.0360 -0.2436 -0.6065
C2 2.3418 0.5525 -4.3106
N2 1.4044 0.0809 -3.2421
O3 1.7258 -0.9125 -2.6196
O4 0.4728 0.8324 -3.0013
H4 2.8239 1.4152 -3.8507
H5 1.7559 0.9073 -5.1585
H6 2.9735 -0.2931 -4.5826
C3 -2.0678 0.1314 4.0963
N3 -3.3144 0.9684 4.1212
O5 -4.2308 0.6756 4.8899
O6 -3.2214 2.0279 3.5026
H7 -1.7137 -0.0440 5.1122
H8 -1.3034 0.6657 3.5321
H9 -2.4055 -0.7969 3.6355
C4 -1.9294 -1.9792 -4.0777
N4 -0.6997 -2.7581 -4.4789
O7 0.1276 -2.2668 -5.2391
O8 -0.5686 -3.8881 -3.9641
H10 -2.5264 -1.7183 -4.9516
H11 -1.5542 -1.1420 -3.4892
H12 -2.4986 -2.5695 -3.3596
C5 4.1929 2.0404 2.9778
N5 5.5157 1.4281 3.0989
O9 6.3345 1.7387 2.2537
O10 5.7571 0.6993 4.0362
H13 3.5812 1.2052 2.6368
H14 4.2189 2.8627 2.2627
H15 3.9042 2.3760 3.9739
C6 -2.8743 4.1222 -2.2786
N6 -4.3268 3.7860 -2.3336
O11 -4.7742 3.3680 -1.2365
O12 -4.9046 3.9078 -3.3928
H16 -2.3446 3.4652 -2.9684
H17 -2.5623 3.8772 -1.2633
H18 -2.7028 5.1700 -2.5249
Br1 -8.3383 -0.4415 -2.7248
C7 -6.3045 -0.5139 -2.5533
C8 -5.8551 -1.1346 -3.8780
Br2 -6.3344 -3.0498 -4.1940
H19 -6.0145 -1.0766 -1.6660
H20 -5.9798 0.5255 -2.5031
H21 -4.8113 -0.9040 -4.0910
H22 -6.3872 -0.5847 -4.6543
Br3 1.7984 0.1079 5.1580
C9 2.3656 -1.7405 4.8120
C10 3.8592 -1.8012 5.2977
Br4 4.3964 -3.7072 5.0987
H23 2.4047 -1.7821 3.7235
H24 1.7270 -2.5099 5.2459
H25 3.8516 -1.6327 6.3745
H26 4.5426 -1.1237 4.7857
Br5 0.7606 4.1712 -3.0242
C11 0.4249 3.7630 -1.1143
C12 1.6715 3.8430 -0.3075
Br6 3.0895 2.6371 -0.9971
H27 0.0154 2.7561 -1.1958
H28 -0.3501 4.4261 -0.7299
H29 1.4762 3.5031 0.7096
H30 2.0128 4.8769 -0.2558
Br7 2.3503 -4.6620 2.5348
C13 0.6198 -4.0253 1.8939
C14 0.4198 -4.4155 0.4497
Br8 -1.2538 -3.7484 -0.2241
H31 0.5823 -2.9456 2.0386
H32 -0.1373 -4.3757 2.5954
H33 0.5198 -5.4460 0.1087
H34 1.1754 -3.8691 -0.1147
C15 0.9180 0.4682 0.8165
C16 0.0163 -0.5841 0.2454
O13 -1.2163 -0.5586 0.9229
C17 -2.2076 0.4227 0.5497
C18 -2.7292 0.2376 -0.9011
H35 1.2020 0.1708 1.8260
H36 1.7828 0.4539 0.1533
H37 0.4050 1.4237 0.9258
H38 -0.0849 -0.3905 -0.8224
H39 0.2837 -1.6190 0.4591
H40 -3.0730 0.4959 1.2084
H41 -1.6795 1.3745 0.6071
H42 -2.7796 -0.8327 -1.1008
H43 -2.0334 0.6801 -1.6140
H44 -3.6467 0.8146 -1.0167

## Properties
**HOMO level (spin up / spin down)**: -0.045 / -0.184 Eh
**Multiplicity**: 2
**Charge**: -1
**E**: -22610.399843 Ha
**Maximum force**: 0.0899 Eh/bohr
**LUMO energy (spin up / spin down)**: 0.0406 / 0.0406 hartree

***

[2]
Molecular formula: C18H44ClFOsP2
Method: DFT, ωB97M-V/def2-TZVPD

Cartesian coordinates (Å):
Os1 0.0258 -0.0453 0.1287
P1 -0.3364 -2.2608 -0.2413
C1 0.6465 -3.1053 -1.6461
C2 -0.0302 -3.4852 1.1884
C3 -2.1047 -2.5661 -0.8299
C4 2.0287 -2.4957 -1.8223
H1 0.0313 -2.8457 -2.5166
C5 0.7636 -4.6287 -1.5596
H2 1.5484 -4.9471 -0.8694
H3 1.0541 -4.9895 -2.5616
H4 -0.1746 -5.1539 -1.3091
H5 1.9938 -1.5407 -2.3565
H6 2.6716 -3.1862 -2.4181
H7 2.5512 -2.3219 -0.8660
H8 -2.0717 -2.0296 -1.7976
C6 -3.1307 -1.9055 0.0575
C7 -2.5004 -4.0318 -1.1286
H9 -2.0549 -4.4034 -2.0602
H10 -3.5814 -4.0617 -1.2627
H11 -2.2580 -4.7110 -0.3013
H12 -2.7127 -1.1155 0.7186
H13 -3.6888 -2.6300 0.6835
H14 -3.8777 -1.3912 -0.5867
C8 1.3841 -3.3170 1.6898
H15 -0.1302 -4.4792 0.7528
C9 -1.0554 -3.3569 2.3025
H16 2.1610 -3.7130 0.9944
H17 1.5052 -3.8518 2.6547
H18 1.6095 -2.2647 1.9115
H19 -1.2431 -2.3167 2.5849
H20 -0.6603 -3.8563 3.2076
H21 -2.0208 -3.8590 2.0670
Cl1 0.5311 -0.4162 2.4972
H22 1.4639 -0.2765 -0.5040
H23 -1.3839 -0.1642 -0.7819
P2 0.3459 2.2974 -0.1463
C10 -0.8554 3.1982 -1.3319
C11 0.2659 3.4389 1.3965
C12 1.9895 2.6201 -1.0068
C13 -2.2558 2.6085 -1.3453
H24 -0.3878 3.0106 -2.3005
C14 -0.9649 4.7234 -1.1200
H25 -1.6300 4.9707 -0.2916
H26 -1.4170 5.1410 -2.0359
H27 0.0010 5.2351 -0.9885
H28 -2.2839 1.6494 -1.8767
H29 -2.9632 3.2953 -1.8604
H30 -2.6565 2.4378 -0.3423
H31 1.8059 2.1611 -1.9883
C15 3.1447 1.8920 -0.3261
C16 2.3695 4.1056 -1.2492
H32 1.7443 4.5562 -2.0535
H33 3.4081 4.1492 -1.5796
H34 2.2774 4.7151 -0.3352
H35 2.8008 1.1445 0.4302
H36 3.8592 2.5714 0.1628
H37 3.6996 1.3038 -1.0966
C17 -1.0924 3.3414 2.1594
H38 0.3389 4.4591 0.9904
C18 1.4247 3.1895 2.3228
H39 -1.8730 3.8935 1.6584
H40 -0.9679 3.6400 3.2036
H41 -1.4105 2.3194 2.2296
H42 1.5191 2.1209 2.6011
H43 1.2330 3.7430 3.2600
H44 2.3937 3.5549 1.9329
F1 -1.6459 1.1998 0.9780

## Properties
**HOMO level (spin up / spin down)**: -0.204 / -0.340 Eh
**Multiplicity**: 5
**E**: -2045.517391 Ha
**Maximum force**: 0.0824 Eh/bohr
**LUMO energy (spin up / spin down)**: 0.0163 / -0.0585 hartree